# 1
The following is a DFT calculation (ωB97M-V/def2-TZVPD) of a cluster of 4 separate species, C22H22F3N2 in total.

Structure (XYZ):
```
49
Properties=species:S:1:pos:R:3:forces:R:3:lowdin_charge:R:1
C -1.230870 -0.198369 -3.334554 -0.069 0.490 -0.259 0.015
C -2.700045 -0.087455 -3.508139 -0.158 0.074 0.149 -0.242
C -3.663897 -1.000039 -3.801882 0.390 0.317 0.072 0.022
N -4.869430 -0.322532 -3.856296 0.427 -0.170 0.053 0.125
C -4.659228 0.956828 -3.596996 -0.194 0.247 0.046 -0.055
N -3.361680 1.128993 -3.376727 -0.089 -0.593 -0.127 0.160
H -0.954178 -0.410812 -2.306128 0.011 -0.177 -0.063 0.068
H -0.787821 0.759286 -3.603146 0.168 0.044 -0.017 0.094
H -0.836278 -0.932397 -4.026139 0.126 -0.245 0.109 0.100
H -3.538177 -2.051592 -3.964071 -0.259 -0.152 -0.088 0.144
H -5.761332 -0.736963 -4.074321 -0.101 0.048 0.014 0.183
H -5.408138 1.723905 -3.574039 -0.115 0.101 0.006 0.162
H -2.916295 2.002470 -3.141842 -0.027 0.087 -0.016 0.186
F -1.207271 -1.185171 -0.413612 -0.093 -0.036 0.096 0.034
C -1.727133 -0.508743 0.641161 -0.069 0.050 0.305 -0.292
C -2.839962 0.284711 0.452293 -0.023 0.011 -0.204 -0.030
C -3.361262 0.977773 1.536998 0.072 -0.025 0.050 -0.079
C -2.762803 0.870324 2.783734 -0.014 0.026 0.028 -0.077
C -1.643234 0.064910 2.949261 -0.084 0.058 -0.070 -0.052
C -1.119493 -0.634975 1.873052 0.190 -0.157 -0.022 -0.014
H -3.291671 0.354474 -0.529776 -0.018 -0.045 0.001 0.093
H -4.237321 1.599249 1.408517 -0.003 0.005 -0.009 0.105
H -3.169806 1.411796 3.626443 0.000 -0.001 0.002 0.108
H -1.173738 -0.019488 3.919581 0.011 -0.034 0.003 0.113
H -0.251016 -1.271982 1.984713 -0.050 0.008 -0.019 0.105
F 0.848114 -2.778639 3.616971 -0.049 -0.005 0.003 0.046
C 2.021257 -2.201642 3.274730 0.226 0.087 -0.063 -0.306
C 2.736154 -2.718304 2.210929 -0.079 -0.128 -0.101 -0.024
C 3.932641 -2.113286 1.852715 -0.025 -0.047 0.264 -0.100
C 4.400549 -1.017606 2.565749 0.047 -0.005 0.006 -0.094
C 3.669647 -0.521395 3.635666 -0.006 -0.048 -0.107 -0.070
C 2.464685 -1.111238 3.994368 -0.117 0.093 0.104 -0.018
H 2.354620 -3.576476 1.672930 -0.007 -0.009 0.034 0.122
H 4.495282 -2.496682 1.015375 0.020 -0.036 -0.011 0.107
H 5.332951 -0.548503 2.282712 0.002 -0.003 0.000 0.109
H 4.035304 0.330051 4.193428 -0.014 0.007 0.010 0.109
H 1.875562 -0.734605 4.820242 0.008 -0.038 0.016 0.117
F 4.331838 -0.497803 -0.500805 0.098 0.117 -0.243 0.060
C 3.389091 0.452107 -0.643187 -0.172 0.106 0.068 -0.271
C 2.213388 0.319261 0.068434 -0.094 -0.172 0.129 -0.001
C 1.239039 1.294197 -0.062086 0.010 0.157 -0.152 -0.078
C 1.444326 2.380862 -0.904106 -0.010 -0.015 -0.056 -0.101
C 2.634767 2.493081 -1.612398 -0.092 -0.073 0.063 -0.083
C 3.621587 1.525048 -1.480354 0.134 0.005 -0.094 -0.009
H 2.072544 -0.535854 0.716447 0.034 0.019 0.009 0.098
H 0.320221 1.205597 0.500960 -0.005 0.035 0.030 0.088
H 0.680461 3.141841 -1.003804 0.027 0.030 0.032 0.096
H 2.798956 3.337751 -2.267905 0.033 0.011 0.008 0.105
H 4.559095 1.598037 -2.015096 0.000 -0.019 0.009 0.121
```
Positions in Å, forces in eV/Å.

Largest force on an atom ... 0.61 eV Å⁻¹
Spin multiplicity ... 1
Charge ... +1
Gap between HOMO and LUMO ... 0.294 Eh
Energy relative to the best compared isomer or geometry (same formula, charge and spin) ... 1.6 kcal/mol

=====

# 2
The following is a DFT calculation (ωB97M-V/def2-TZVPD) of a structure of composition C22H22IN2O3STeW.

Structure (XYZ):
```
53
Properties=species:S:1:pos:R:3:forces:R:3:mulliken_spin:R:1
W 0.041478 0.410056 0.552646 -0.080 0.398 0.238 0.939
C -4.382490 -0.135912 -0.256872 -0.013 0.006 0.033 -0.002
C -4.030437 1.311433 -0.106943 -0.075 -0.017 -0.016 -0.005
N -4.993207 2.211837 -0.196281 0.078 0.051 0.008 0.009
C -4.687403 3.508449 -0.066899 0.020 -0.086 -0.013 -0.005
C -3.411906 3.985228 0.151412 -0.046 0.120 0.009 0.004
C -3.160613 5.469997 0.268503 -0.004 -0.051 -0.017 0.002
O -2.491748 5.824748 1.470456 0.010 0.005 0.011 0.000
C -2.373253 3.045212 0.254466 0.083 0.016 0.014 0.035
C -1.004443 3.453705 0.523519 0.087 -0.148 -0.015 0.017
N -0.072368 2.582565 0.616156 -0.057 -0.094 -0.008 -0.067
C 1.276859 2.791134 0.977857 0.107 0.051 0.017 0.018
C 2.026727 3.941666 1.111690 -0.043 0.077 -0.012 -0.050
C 3.358042 3.772479 1.474148 -0.012 -0.022 -0.004 0.084
C 3.893634 2.500252 1.681968 -0.080 -0.004 -0.018 -0.039
C 3.115222 1.357555 1.538305 0.120 0.024 0.049 0.103
C 1.782325 1.508438 1.171205 -0.132 -0.047 -0.086 -0.030
I 1.231493 0.166230 -1.835172 0.122 0.034 0.021 0.015
C -2.700705 1.700526 0.123205 0.028 -0.110 -0.039 0.013
O -1.777782 0.710983 0.203474 -0.004 0.077 0.110 0.042
H -5.431735 -0.216757 -0.527214 -0.001 -0.003 0.002 0.000
H -4.208075 -0.679714 0.674754 0.019 -0.008 -0.005 0.000
H -3.769831 -0.607387 -1.025047 0.004 -0.015 -0.032 -0.001
H -5.517174 4.201330 -0.148115 -0.013 0.001 0.003 0.000
H -4.108835 6.002202 0.167698 0.007 0.006 -0.017 0.000
H -2.514444 5.808709 -0.543178 0.000 0.010 0.006 0.000
H -3.108787 5.761972 2.206688 -0.004 -0.004 0.010 0.000
H -0.781436 4.501885 0.694795 -0.046 0.002 -0.012 -0.002
H 1.616723 4.928932 0.942275 0.006 0.000 0.001 0.000
H 3.986643 4.643933 1.594971 0.022 -0.011 0.004 0.005
H 4.934149 2.404263 1.961514 0.008 0.006 0.000 -0.001
H 3.545300 0.378807 1.706969 0.001 0.005 -0.007 0.005
Te 0.363632 0.123922 3.161044 0.061 -0.019 -0.134 0.899
C -6.025930 -4.458025 1.077529 0.022 0.024 -0.001 0.000
C -4.652473 -4.014956 0.662464 -0.006 -0.013 0.059 0.000
C -3.702961 -3.676768 1.633364 -0.017 -0.001 -0.035 0.001
C -2.439921 -3.248202 1.278191 -0.002 -0.008 -0.049 0.007
C -2.124175 -3.152624 -0.074695 0.025 0.021 0.162 -0.006
C -3.044902 -3.472059 -1.058241 0.011 0.034 -0.043 -0.002
C -4.305151 -3.911896 -0.679499 0.004 -0.003 -0.033 0.000
S -0.537143 -2.578466 -0.588042 -0.006 -0.028 0.117 0.006
C 0.487614 -3.991573 -0.240344 0.026 -0.020 0.009 0.001
O -0.106323 -1.640442 0.594572 -0.199 -0.221 -0.262 -0.008
H -5.969245 -5.221859 1.852774 -0.004 -0.004 0.000 0.000
H -6.588352 -4.858701 0.236986 0.001 -0.002 -0.005 0.000
H -6.585251 -3.615868 1.489182 -0.011 -0.007 0.001 0.000
H -3.965246 -3.751361 2.681463 -0.002 -0.002 0.003 0.000
H -1.714416 -2.970672 2.032206 0.005 -0.002 -0.001 0.011
H -2.788041 -3.369306 -2.105901 -0.017 -0.005 -0.008 -0.002
H -5.031566 -4.165587 -1.440676 0.002 -0.004 -0.005 0.000
H 0.367394 -4.255978 0.808566 0.003 -0.010 -0.005 0.001
H 1.514003 -3.704853 -0.461794 0.003 -0.002 -0.003 0.000
H 0.170833 -4.804685 -0.891901 -0.011 0.002 -0.002 0.001
```
Positions in Å, forces in eV/Å.

Largest force on an atom ... 0.47 eV Å⁻¹
Spin multiplicity ... 3
Charge ... +1
Gap between HOMO and LUMO (alpha / beta) ... 0.253 / 0.234 Eh
Energy relative to the best compared isomer or geometry (same formula, charge and spin) ... 1.2 kcal/mol

=====

# 3
The following is a DFT calculation (ωB97M-V/def2-TZVPD) of the molecule C22H22N4O3S.

Structure (XYZ):
```
52
Properties=species:S:1:pos:R:3:forces:R:3:lowdin_charge:R:1
C -4.050050 -4.768394 0.441817 0.326 0.242 -0.016 -0.063
C -2.634751 -4.387606 0.033208 -0.320 -0.308 -0.295 -0.206
H -1.920068 -5.164193 0.311307 -0.052 0.122 -0.060 0.124
H -2.585526 -4.202556 -1.044234 0.077 -0.057 0.167 0.126
O -2.187855 -3.214144 0.720726 0.149 -0.073 0.330 0.009
C -2.553008 -2.043451 0.216061 0.116 0.347 0.137 -0.482
O -3.248832 -1.889583 -0.751304 -0.091 -0.044 -0.131 0.124
C -1.978004 -0.891810 1.040460 0.233 -0.248 -0.083 -0.021
N -1.668351 0.236777 0.187545 -0.232 -0.318 0.443 0.012
C -0.659240 0.041613 -0.709260 -0.092 0.157 -0.163 -0.448
O -0.006910 -0.979475 -0.700513 -0.086 -0.233 0.098 0.084
C -0.481757 1.172351 -1.711283 0.627 -0.288 -0.542 -0.456
C 0.157720 2.428958 -1.117111 0.078 0.177 0.217 -0.191
H 1.231349 2.263692 -1.021605 -0.208 0.142 -0.053 0.080
H -0.009732 3.256548 -1.809321 -0.021 -0.025 -0.019 0.119
C -0.428591 2.760100 0.260148 0.021 0.078 -0.181 -0.123
C -1.922829 2.645660 0.251417 0.065 -0.095 0.172 -0.165
C -2.751431 3.756323 0.278183 -0.065 -0.042 -0.042 -0.031
C -4.128666 3.615924 0.270169 -0.052 0.068 -0.026 -0.084
C -4.693704 2.352889 0.228890 -0.032 0.021 0.052 -0.076
C -3.884329 1.231701 0.194651 0.065 -0.013 -0.039 -0.002
C -2.502438 1.374434 0.201583 -0.263 0.445 -0.006 -0.174
H -4.316436 0.245177 0.129169 -0.027 -0.118 -0.027 0.110
H -5.766907 2.238183 0.215005 -0.095 -0.015 0.000 0.103
H -4.759568 4.491476 0.294145 -0.060 0.080 0.005 0.101
H -2.309987 4.741685 0.314595 0.064 0.100 0.016 0.113
H -0.126906 3.768181 0.547093 -0.004 -0.034 0.071 0.117
H -0.021080 2.057665 0.992890 0.028 0.058 0.040 0.126
H -1.468341 1.410819 -2.121955 0.087 -0.035 0.032 0.121
S 0.452114 0.568961 -3.163240 -0.530 0.207 -0.229 1.022
C 1.891137 -0.036000 -2.401005 0.679 -0.343 0.031 -0.698
N 2.573273 -1.041627 -2.911418 -0.569 -0.153 -0.581 0.062
N 3.603891 -1.177085 -2.065944 0.090 0.419 0.511 0.066
C 3.513810 -0.258263 -1.076824 -0.462 -0.168 -0.681 -0.269
N 2.442680 0.485926 -1.284918 0.472 -0.039 0.366 0.135
C 4.437686 -0.099754 0.025917 0.449 0.036 0.511 -0.151
C 4.155083 0.853362 1.004836 -0.012 -0.122 -0.159 -0.020
C 5.013186 1.033073 2.071335 0.036 0.014 0.045 -0.075
C 6.162879 0.266100 2.175891 0.039 -0.009 0.022 -0.086
C 6.450338 -0.681803 1.207401 0.108 -0.051 0.049 -0.083
C 5.596221 -0.867606 0.136645 -0.210 0.141 -0.016 -0.032
H 5.837813 -1.608310 -0.611631 0.042 -0.072 -0.066 0.103
H 7.346447 -1.279551 1.286567 0.063 -0.041 0.006 0.103
H 6.834620 0.406532 3.009567 0.052 0.008 0.063 0.102
H 4.787553 1.773030 2.824926 -0.026 0.056 0.051 0.104
H 3.255089 1.439282 0.906223 -0.085 0.062 0.003 0.107
H 4.279357 -1.908567 -2.214870 -0.088 0.118 0.029 0.151
H -2.705332 -0.584867 1.794410 0.066 -0.041 -0.067 0.145
H -1.064886 -1.243879 1.528853 -0.191 0.049 -0.006 0.139
H -4.108936 -4.901275 1.519569 -0.031 -0.058 0.084 0.077
H -4.331182 -5.697042 -0.046206 -0.058 -0.118 -0.039 0.077
H -4.746591 -3.989573 0.141447 -0.073 0.013 -0.025 0.074
```
Positions in Å, forces in eV/Å.

Largest force on an atom ... 0.88 eV Å⁻¹
Structure (SMILES) ... CCOC(=O)CN1C(=O)[C@H](Sc2n[nH]c(-c3ccccc3)n2)CCc2ccccc21
Spin multiplicity ... 1
Gap between HOMO and LUMO ... 0.322 Eh
Energy relative to the best compared isomer or geometry (same formula, charge and spin) ... 0.0 kcal/mol